i:
# C2H9N2O

An isolated ion of composition C2H9N2O and charge +1 (the ωB97M-V functional and the def2-TZVPD basis, OMol25).

Highest occupied orbital energy ... -14.39 eV
Gap between HOMO and LUMO ... 0.405 hartree
SMILES string ... [NH3+]CNCO
Lowest unoccupied orbital energy ... -3.4 eV
Charge ... +1

Structure (XYZ):
```
14
Properties=species:S:1:pos:R:3:lowdin_charge:R:1
H -0.213 2.038 -1.130 0.135
C -0.958 -0.252 0.440 -0.157
H -1.826 -0.417 1.071 0.138
C 0.476 1.395 -0.570 -0.241
O 0.905 0.296 -1.350 -0.052
N -0.171 0.853 0.604 -0.025
H 0.786 -1.381 0.190 0.139
H 0.305 1.052 1.466 0.141
H 1.449 0.620 -2.083 0.117
H 1.299 2.020 -0.213 0.137
H -1.338 -0.328 -0.566 0.136
H -0.543 -2.338 0.002 0.158
H -0.044 -1.942 1.553 0.161
N -0.128 -1.616 0.587 0.212
```

---

ii:
# C2H9N2O

A 2-piece molecular cluster, C2H9N2O overall (the ωB97M-V functional and the def2-TZVPD basis, OMol25).

Highest occupied orbital energy ... -14.48 eV
Gap between HOMO and LUMO ... 0.383 hartree
Lowest unoccupied orbital energy ... -4.1 eV
Charge ... +1

Structure (XYZ):
```
14
Properties=species:S:1:pos:R:3:lowdin_charge:R:1
H 0.149 -0.976 -2.581 0.095
N -0.250 0.084 1.174 0.236
H 2.803 0.516 2.294 0.075
C -0.958 -0.323 0.192 -0.153
N -0.914 0.056 -1.091 -0.015
H 0.528 0.754 1.309 0.108
O 2.289 0.908 1.578 -0.043
H -1.556 -0.716 -2.933 0.093
H -0.480 -0.401 2.039 0.150
C -0.850 -0.963 -2.149 -0.036
H -1.049 -1.944 -1.754 0.088
H 2.952 1.473 1.164 0.076
H -1.121 0.984 -1.419 0.157
H -1.776 -0.987 0.499 0.170
```

---

iii:
# C2H9N2O

A 2-piece molecular cluster, C2H9N2O overall (the ωB97M-V functional and the def2-TZVPD basis, OMol25).

Highest occupied orbital energy ... -15.39 eV
Gap between HOMO and LUMO ... 0.435 hartree
Lowest unoccupied orbital energy ... -3.6 eV
Charge ... +1

Structure (XYZ):
```
14
Properties=species:S:1:pos:R:3:lowdin_charge:R:1
H -0.262 0.661 2.067 0.144
H -0.229 -2.022 -1.498 0.101
H 1.330 -1.663 1.132 0.171
H -1.687 3.075 -1.554 0.055
H 1.508 -1.783 -1.311 0.103
H 0.683 -0.443 3.010 0.134
C 0.545 -1.277 -1.345 -0.017
H -0.223 0.385 -0.330 0.128
N 0.269 -0.475 -0.154 0.037
O -1.533 2.197 -1.192 -0.053
H 0.553 -0.630 -2.206 0.092
N 0.387 -0.111 2.112 0.199
C 0.668 -0.813 1.032 -0.128
H -1.300 1.664 -1.959 0.032
```

---

Stability, highest: iii

---

i:
# C2H9N2O

A 2-piece molecular cluster, C2H9N2O overall (the ωB97M-V functional and the def2-TZVPD basis, OMol25).

Highest occupied orbital energy ... -16.48 eV
Gap between HOMO and LUMO ... 0.475 hartree
Lowest unoccupied orbital energy ... -3.5 eV
Charge ... +1

Structure (XYZ):
```
14
Properties=species:S:1:pos:R:3:lowdin_charge:R:1
N 0.472 -0.759 0.077 0.221
H 3.335 -1.191 -0.527 0.214
H -2.871 0.016 1.864 0.027
O 1.163 1.137 -0.945 0.161
H 0.552 -1.726 0.515 0.192
C 1.449 -0.123 -0.581 -0.453
C -2.487 0.361 0.924 -0.027
H -0.226 -0.111 0.457 0.056
H -3.085 1.308 0.639 0.074
N 2.616 -0.526 -0.980 0.252
H -1.405 0.612 0.953 -0.017
H 0.193 1.278 -0.799 0.156
H 2.951 0.045 -1.672 0.106
H -2.657 -0.322 0.076 0.038
```

---

ii:
# C2H9N2O

A 2-piece molecular cluster, C2H9N2O overall (the ωB97M-V functional and the def2-TZVPD basis, OMol25).

Highest occupied orbital energy ... -14.53 eV
Gap between HOMO and LUMO ... 0.414 hartree
Lowest unoccupied orbital energy ... -3.3 eV
Charge ... +1

Structure (XYZ):
```
14
Properties=species:S:1:pos:R:3:lowdin_charge:R:1
H -1.095 -2.409 2.113 0.122
H 1.366 0.255 -0.370 0.122
H -1.026 0.748 -1.754 0.097
C -0.125 1.264 -1.470 -0.002
N -1.137 -1.429 1.880 0.137
H -2.008 -1.017 2.173 0.107
O 0.893 -0.949 0.967 -0.020
H 0.657 -0.686 -1.470 0.158
H 0.114 2.012 -2.216 0.100
H -0.033 0.266 2.297 0.142
H 1.713 0.574 -1.990 0.165
H -0.282 1.779 -0.528 0.097
N 1.000 0.262 -1.340 0.142
C -0.036 -0.670 1.709 -0.367
```

---

Stability, highest: ii